# 1
Formula: C28H31N3O3
Source: OMol25
Level of theory: wB97M-V/def2-TZVPD

Last column: Löwdin charge in e.
Element x y z (Å)
C1 -0.9265 2.4338 -2.2508  -0.02
C2 0.0063 3.2459 -3.0937  -0.20
C3 0.1799 4.6042 -2.8624  -0.04
C4 1.0286 5.3638 -3.6481  -0.08
C5 1.7231 4.7726 -4.6893  -0.08
C6 1.5747 3.4180 -4.9260  -0.04
C7 0.7309 2.6517 -4.1306  -0.12
C8 0.5393 1.2021 -4.4455  -0.41
O1 -0.5312 0.7512 -4.8106  0.08
N1 1.6482 0.4229 -4.3532  -0.04
C9 2.8958 0.8158 -3.7370  -0.12
H1 2.7559 1.7709 -3.2286  0.11
C10 3.3122 -0.2869 -2.7372  -0.14
N2 2.1556 -0.9229 -2.1591  -0.10
C11 1.5148 -0.3714 -1.0633  -0.23
C12 1.8958 0.8517 -0.5006  -0.03
C13 1.2695 1.3439 0.6270  -0.03
C14 0.2338 0.6450 1.2368  -0.27
C15 -0.1669 -0.5642 0.6755  -0.02
C16 0.4738 -1.0681 -0.4356  -0.01
H2 0.1613 -2.0276 -0.8155  0.11
H3 -0.9814 -1.1182 1.1141  0.12
N3 -0.3945 1.1995 2.3598  0.14
C17 -0.9717 0.5887 3.4317  -0.44
O2 -1.6398 1.2337 4.2185  0.08
C18 -0.7045 -0.8644 3.6220  -0.16
C19 -1.7671 -1.6723 4.0117  0.04
C20 -1.5626 -3.0242 4.2628  -0.25
C21 -0.2721 -3.5457 4.1294  0.00
C22 0.7820 -2.7314 3.7712  -0.06
C23 0.5784 -1.3858 3.5162  -0.05
H4 1.4073 -0.7485 3.2495  0.12
H5 1.7749 -3.1483 3.6914  0.11
H6 -0.1252 -4.5962 4.3252  0.12
O3 -2.5169 -3.9171 4.6202  -0.03
C24 -3.8457 -3.4846 4.8918  -0.43
C25 -4.7122 -4.7395 4.8547  -0.04
H7 -4.3777 -5.4392 5.6159  0.08
H8 -4.6315 -5.2207 3.8836  0.08
H9 -5.7509 -4.4808 5.0385  0.08
C26 -3.9296 -2.7948 6.2529  -0.03
H10 -3.2808 -1.9231 6.2886  0.07
H11 -4.9512 -2.4789 6.4454  0.08
H12 -3.6195 -3.4869 7.0324  0.09
H13 -4.1789 -2.7972 4.1008  0.14
H14 -2.7374 -1.2110 4.1067  0.12
H15 -0.4660 2.2101 2.3741  0.16
H16 1.5826 2.2948 1.0340  0.12
H17 2.6801 1.4464 -0.9400  0.10
C27 1.4024 -1.6779 -3.1464  -0.12
H18 1.7768 -2.7081 -3.1984  0.12
C28 1.5172 -1.0061 -4.5316  -0.11
H19 0.6161 -1.1917 -5.1170  0.12
H20 2.3872 -1.3713 -5.0844  0.12
H21 0.3524 -1.6993 -2.8570  0.11
H22 3.8818 -1.0647 -3.2558  0.12
H23 3.9501 0.1196 -1.9531  0.12
H24 3.6736 0.9406 -4.5018  0.13
H25 2.1067 2.9477 -5.7408  0.12
H26 2.3769 5.3624 -5.3142  0.10
H27 1.1420 6.4200 -3.4526  0.10
H28 -0.3674 5.0745 -2.0580  0.11
H29 -0.3728 1.7152 -1.6465  0.06
H30 -1.5027 3.0731 -1.5868  0.08
H31 -1.6085 1.8747 -2.8880  0.08

Summary:
relative energy (zero: lowest compared OMol25 entry of this formula, charge and spin): 13.0 kcal/mol
LUMO energy: 0.023 Ha
structure (SMILES): Cc1ccccc1C(=O)N1CCN(c2ccc(NC(=O)c3cccc(OC(C)C)c3)cc2)CC1
HOMO: -7.57 eV

***

# 2
Formula: C28H31N5O6S2Sn
Source: OMol25
Level of theory: wB97M-V/def2-TZVPD

Last column: Löwdin charge in e.
Element x y z (Å)
Sn1 -0.4868 -0.0954 0.3626  1.47
O1 -2.3058 -1.0077 1.7826  -0.24
C1 -3.2803 -1.7796 1.5152  -0.40
C2 -3.5333 -2.9031 2.3728  -0.03
C3 -4.5984 -3.7458 2.2052  -0.13
C4 -5.5325 -3.5300 1.1814  -0.16
C5 -5.3330 -2.4662 0.3327  -0.10
C6 -4.2346 -1.5984 0.4366  -0.14
C7 -4.1505 -0.5781 -0.5915  -0.14
N1 -3.1455 0.1306 -0.9090  -0.01
C8 -3.2291 1.0235 -2.0424  -0.25
C9 -2.4129 2.2893 -1.7826  -0.25
N2 -1.0167 1.9461 -1.6811  -0.02
C10 -0.1166 2.7669 -2.0430  -0.13
C11 1.3140 2.5203 -2.0394  -0.14
C12 2.1628 3.5818 -2.3748  -0.10
C13 3.5317 3.4437 -2.4466  -0.15
C14 4.0912 2.1821 -2.1981  -0.13
C15 3.2972 1.1117 -1.8759  -0.02
C16 1.8758 1.2241 -1.7404  -0.38
O2 1.1754 0.2083 -1.4310  -0.21
H1 -2.8151 -3.0765 3.1650  0.10
H2 -4.7303 -4.5865 2.8799  0.08
H3 -6.3814 -4.1931 1.0611  0.07
H4 -6.0393 -2.2898 -0.4757  0.09
H5 -5.0833 -0.4676 -1.1792  0.11
H6 -2.7967 0.5161 -2.9140  0.11
H7 -4.2696 1.2996 -2.2865  0.10
H8 -2.6064 3.0367 -2.5711  0.10
H9 -2.7384 2.7061 -0.8279  0.08
H10 -0.4119 3.7637 -2.4221  0.11
H11 1.7129 4.5508 -2.5789  0.09
H12 4.1640 4.2916 -2.6836  0.07
H13 5.1679 2.0549 -2.2618  0.09
H14 3.7296 0.1403 -1.6724  0.10
C17 3.4741 -2.4546 -5.4073  -0.07
C18 2.8473 -2.6464 -4.0507  -0.29
C19 3.6068 -3.0402 -2.9577  -0.06
C20 3.0189 -3.1941 -1.7073  -0.07
C21 1.6678 -2.9485 -1.5474  -0.26
C22 0.8932 -2.5753 -2.6349  -0.06
C23 1.4812 -2.4321 -3.8776  -0.04
S1 0.9152 -3.0818 0.0799  0.51
O3 1.6042 -4.2243 0.6629  -0.35
O4 -0.5038 -3.2432 -0.1777  -0.36
N3 1.0875 -1.7692 0.9289  -0.33
C24 2.4171 -1.3479 1.3053  -0.21
C25 2.3301 -0.0209 2.0685  -0.65
O5 3.1337 0.2203 2.9759  -0.02
O6 1.3956 0.7736 1.6870  -0.21
H15 4.5050 -2.8105 -5.4203  0.06
H16 3.4734 -1.3975 -5.6834  0.08
H17 2.9163 -2.9951 -6.1756  0.07
H18 4.6686 -3.2282 -3.0803  0.10
H19 3.6005 -3.5055 -0.8486  0.11
H20 -0.1633 -2.4030 -2.4781  0.11
H21 0.8770 -2.1341 -4.7280  0.11
H22 3.0435 -1.1533 0.4184  0.11
H23 2.9263 -2.0875 1.9285  0.11
C26 -1.4451 3.3848 5.9872  -0.11
N4 -1.6844 3.4388 4.5585  -0.07
C27 -0.9284 2.9464 3.5287  -0.87
S2 -1.6879 2.9145 2.0150  0.55
N5 0.3404 2.6044 3.6754  -0.02
C28 1.1506 2.5655 4.8785  -0.08
H24 -2.3973 3.5274 6.4960  0.08
H25 -0.7687 4.1791 6.3155  0.07
H26 -1.0367 2.4271 6.3074  0.07
H27 -2.6320 3.5750 4.2555  0.07
H28 0.7519 2.0363 2.9049  0.09
H29 0.7877 1.8418 5.6123  0.07
H30 1.2169 3.5510 5.3469  0.07
H31 2.1425 2.2370 4.5715  0.08

Summary:
relative energy (zero: lowest compared OMol25 entry of this formula, charge and spin): 35.6 kcal/mol
LUMO energy: 0.155 Ha
HOMO: -1.62 eV
charge: -2

***

# 3
Formula: C28H32CdNO4P3S
Source: OMol25
Level of theory: wB97M-V/def2-TZVPD

Last column: Löwdin charge in e.
Element x y z (Å)
Cd1 0.6848 2.1098 -0.1525  1.10
O1 1.5890 5.6420 0.6731  -0.30
S1 1.2492 4.2934 0.3420  0.19
O2 0.6010 4.1333 -1.0195  -0.54
O3 0.2804 3.6400 1.3058  -0.53
O4 2.3952 3.3128 0.2904  -0.49
C1 0.5271 -2.4278 0.4145  -0.15
N1 0.4749 -0.9857 0.1924  -0.53
P1 1.1243 -0.2941 -1.2442  0.93
C2 2.3281 -1.5632 -1.7969  -0.36
C3 1.9959 -2.6490 -2.6003  -0.09
C4 2.9647 -3.5786 -2.9341  -0.07
C5 4.2620 -3.4354 -2.4669  -0.07
C6 4.5986 -2.3482 -1.6755  -0.07
C7 3.6356 -1.4126 -1.3463  -0.11
C8 -0.1959 -0.5291 -2.4775  -0.40
C9 0.0979 0.0060 -3.7317  -0.12
C10 -0.8444 -0.0184 -4.7406  -0.08
C11 -2.0945 -0.5670 -4.4975  -0.09
C12 -2.4019 -1.0772 -3.2474  -0.08
C13 -1.4575 -1.0542 -2.2348  -0.10
P2 0.5672 0.1187 1.5276  0.95
C14 1.4849 -0.8702 2.7611  -0.35
C15 2.8257 -1.1173 2.4751  -0.10
C16 3.5995 -1.8603 3.3455  -0.07
C17 3.0442 -2.3486 4.5185  -0.08
C18 1.7227 -2.0695 4.8252  -0.07
C19 0.9400 -1.3334 3.9521  -0.07
C20 -1.1145 0.1218 2.2222  -0.39
C21 -2.1448 -0.7481 1.8896  -0.10
C22 -3.3730 -0.6348 2.5181  -0.09
C23 -3.5784 0.3444 3.4756  -0.08
C24 -2.5629 1.2378 3.7846  -0.07
C25 -1.3389 1.1393 3.1506  -0.11
H1 1.5521 -2.7901 0.5420  0.08
H2 0.0783 -2.9466 -0.4338  0.08
H3 -0.0358 -2.6703 1.3163  0.08
H4 0.9871 -2.7590 -2.9749  0.11
H5 2.7057 -4.4214 -3.5583  0.11
H6 5.0139 -4.1635 -2.7322  0.11
H7 5.6103 -2.2300 -1.3202  0.11
H8 3.8915 -0.5416 -0.7556  0.10
H9 1.0720 0.4510 -3.9040  0.11
H10 -0.6132 0.3996 -5.7090  0.11
H11 -2.8300 -0.5902 -5.2853  0.10
H12 -3.3821 -1.4877 -3.0564  0.11
H13 -1.6984 -1.4425 -1.2575  0.08
H14 3.2515 -0.7083 1.5672  0.09
H15 4.6393 -2.0441 3.1205  0.11
H16 3.6437 -2.9416 5.1933  0.10
H17 1.3004 -2.4201 5.7547  0.11
H18 -0.0900 -1.1165 4.1978  0.10
H19 -1.9948 -1.5076 1.1363  0.08
H20 -4.1716 -1.3158 2.2634  0.11
H21 -4.5338 0.4179 3.9737  0.10
H22 -2.7315 2.0147 4.5152  0.11
H23 -0.5468 1.8515 3.3479  0.11
C26 -1.9806 2.9747 -2.5774  -0.26
P3 -1.7544 2.6870 -0.7737  0.78
C27 -2.1796 4.3343 -0.1213  -0.27
C28 -3.3463 1.8114 -0.3679  -0.26
H24 -2.8813 3.5613 -2.7650  0.05
H25 -2.0460 2.0266 -3.1124  0.01
H26 -1.1107 3.5313 -2.9234  0.04
H27 -3.1695 4.6312 -0.4705  0.05
H28 -1.4098 5.0189 -0.4645  0.03
H29 -2.1380 4.3090 0.9643  0.04
H30 -4.2111 2.3780 -0.7150  0.04
H31 -3.4142 1.6964 0.7134  0.02
H32 -3.3622 0.8252 -0.8261  0.02

Summary:
relative energy (zero: lowest compared OMol25 entry of this formula, charge and spin): 28.6 kcal/mol
LUMO energy: -0.005 Ha
HOMO: -8.21 eV

***

| no. | total energy (eV) |
| --- | --- |
| 1 | -40153.0652 |
| 2 | -76779.0190 |
| 3 | -82502.0886 |